5
Properties=species:S:1:pos:R:3:lowdin_spin:R:1 method="wB97M-V/def2-TZVPD" e_homo_ev="-13.7 / -16.8" spin_multiplicity=2 charge=+1
P 1.0804 -0.3775 -0.4780 0.02
H -1.5309 1.4302 -1.7009 0.81
O 1.2696 -1.2748 0.7818 0.02
O -0.4279 0.0521 -0.3832 0.13
Hg -0.7814 -1.2106 1.2872 0.02

24
Properties=species:S:1:pos:R:3:nbo_charge:R:1 method="wB97M-V/def2-TZVPD" e_homo_ev=-10.3
H -2.1355 -1.2392 -1.2318 0.48
H 4.0327 -0.9005 0.4685 0.24
C 3.1375 -0.3649 0.1797 -0.22
C -2.0117 0.6956 0.1367 -0.41
C 0.8738 -0.4927 -0.9266 -0.25
H -2.3579 -0.3876 1.9735 0.25
H -0.7082 -0.5112 1.4319 0.25
C -1.7387 -0.4869 1.0818 -0.54
H 0.1560 -1.1230 -1.4350 0.23
H -0.6928 2.3916 -0.1650 0.25
C 2.2604 -1.0044 -0.8326 0.48
O 2.6743 -1.8739 -1.5663 -0.48
C -0.8005 1.3861 -0.5618 -0.46
C -2.0782 -1.8781 0.5771 0.79
H -2.7530 0.4042 -0.6104 0.20
C 2.8468 0.8527 0.6374 -0.24
C 0.5458 0.7199 -0.4651 -0.03
H -1.0304 1.5198 -1.6220 0.23
H 3.4923 1.3815 1.3271 0.24
O -2.1515 -2.0781 -0.7567 -0.67
O 1.5533 2.7650 0.1803 -0.50
C 1.6414 1.5576 0.1366 0.50
O -2.2430 -2.7981 1.3206 -0.56
H -2.5130 1.4645 0.7221 0.23

10
Properties=species:S:1:pos:R:3:nbo_charge:R:1 method="wB97M-V/def2-TZVPD" e_homo_ev=-9.9
O 0.7423 0.1395 -0.2799 -0.57
H 2.5213 -0.8393 -0.6714 0.14
H -1.8707 0.0883 -0.6511 0.20
H -1.3303 1.1202 0.7061 0.20
C -1.7128 0.1374 0.4279 -0.29
C 2.0614 0.1586 -0.7072 0.65
O 2.5788 1.1682 -1.0622 -0.51
O -0.7986 -0.9115 0.8239 -0.49
C 0.4423 -0.9739 0.4488 0.45
H -2.6337 -0.0876 0.9650 0.21

81
Properties=species:S:1:pos:R:3:lowdin_spin:R:1 method="wB97M-V/def2-TZVPD" e_homo_ev="-1.4 / -1.5" spin_multiplicity=4 charge=-2
H -2.0173 3.5273 2.1467 0.00
C 0.6104 0.7181 -6.5258 0.00
C -0.4884 1.8600 -4.8001 0.00
C 0.6576 1.2210 -5.1923 0.00
H 0.2402 -1.9544 -4.2317 0.00
H 0.2811 -0.9347 -1.9488 0.00
C -2.6394 -2.5258 -0.0454 0.00
H 4.5005 -1.1580 -0.3854 0.00
C -3.5218 -3.5576 0.2297 0.00
C 4.9477 2.2671 0.3202 0.00
S -2.8308 1.8840 -0.0311 -0.01
C 0.2294 -3.1946 1.7289 0.00
H 4.4275 -1.9948 3.8144 0.00
H -3.8976 -0.9184 -4.5939 0.00
H -6.1012 -1.7494 1.4752 0.00
H 2.1206 -0.4367 -0.2716 0.00
C -0.6591 -1.5174 -3.8124 0.00
C 3.8256 2.2369 -0.4764 0.00
C -0.1358 5.9909 0.7070 0.00
H -1.7055 -5.6715 3.0083 0.00
S -1.6244 1.8543 -6.0953 0.00
C -0.3095 4.1033 3.3974 0.00
N 1.0237 3.8709 3.1617 0.00
H 5.9195 2.0463 -0.1106 0.00
H 5.7177 2.5701 2.3199 0.00
H 1.1376 -3.0585 1.1544 0.00
H 3.5097 3.0402 3.2679 0.00
H -3.2356 -4.5828 0.0252 0.00
C -0.9647 3.5699 2.3469 0.00
P -1.8116 0.1505 -0.2350 0.01
C -2.0884 -3.5623 3.2054 0.00
C -1.6480 -2.2808 2.9077 0.00
C -2.9917 -1.2024 0.2313 0.00
H 2.0799 -1.1886 3.9180 0.00
C -0.5727 0.9916 -7.1477 0.00
C -2.9558 -0.3948 -2.7386 0.00
C -0.2057 -4.4816 2.0363 0.00
H 1.7820 4.1332 3.7595 0.00
C -2.9823 -0.9418 -4.0119 0.00
C 1.9466 -0.7934 1.8214 0.00
H 5.6433 -1.9744 1.6515 0.00
C -0.1813 0.2203 0.2805 -0.04
H 0.3676 -5.3400 1.7005 0.00
C -5.1265 -1.9673 1.0510 0.00
C -1.3622 -4.6688 2.7741 0.00
C -1.8338 -1.5158 -4.5477 0.00
H 1.4270 0.1873 -7.0022 0.00
C 1.1550 3.1994 1.9991 0.01
C 4.8431 2.5607 1.6813 0.01
C 4.6109 -1.6419 1.7014 0.00
H -2.1842 -1.4145 3.2701 0.00
C -0.6262 -0.9502 -2.5410 0.00
H -1.6707 -2.7323 -0.4843 0.00
C -0.4801 -2.0807 2.1666 0.00
O 1.5230 2.4636 -0.7682 0.02
C 2.4401 2.8301 1.4167 0.01
Se -0.6507 4.9934 -0.7283 -0.03
C -1.7734 -0.3882 -2.0002 0.00
P 0.1486 -0.3514 1.9059 0.00
N 0.2154 6.7017 1.5560 -0.01
H 1.5086 1.1112 -4.5294 0.00
C -4.2335 -0.9314 0.7856 0.00
H -3.8487 0.0415 -2.3042 0.00
H -1.8497 -1.9401 -5.5469 0.00
C 2.6382 -0.7792 0.6170 0.00
C 3.9676 -1.1927 0.5586 0.00
H -0.6648 4.6227 4.2708 0.00
H -5.4653 -4.0860 0.9846 0.00
H 3.8893 1.9940 -1.5306 0.00
Te -0.9314 2.8823 -3.0146 -0.03
C -4.7725 -3.2775 0.7743 0.00
H -4.4997 0.0999 0.9893 0.00
H -2.9987 -3.6968 3.7795 0.00
C 2.6118 -1.2147 2.9743 0.00
C 2.5349 2.5023 0.0398 0.00
S -0.1457 0.4685 3.7007 0.01
C 3.5946 2.8349 2.2041 0.00
H -0.8859 0.7436 -8.1538 0.00
Cr -0.3834 2.3923 -0.4115 3.05
N -0.0489 3.0086 1.4854 -0.01
C 3.9288 -1.6498 2.9146 0.00

Copy entry 2 word for word.
24
Properties=species:S:1:pos:R:3:nbo_charge:R:1 method="wB97M-V/def2-TZVPD" e_homo_ev=-10.3
H -2.1355 -1.2392 -1.2318 0.48
H 4.0327 -0.9005 0.4685 0.24
C 3.1375 -0.3649 0.1797 -0.22
C -2.0117 0.6956 0.1367 -0.41
C 0.8738 -0.4927 -0.9266 -0.25
H -2.3579 -0.3876 1.9735 0.25
H -0.7082 -0.5112 1.4319 0.25
C -1.7387 -0.4869 1.0818 -0.54
H 0.1560 -1.1230 -1.4350 0.23
H -0.6928 2.3916 -0.1650 0.25
C 2.2604 -1.0044 -0.8326 0.48
O 2.6743 -1.8739 -1.5663 -0.48
C -0.8005 1.3861 -0.5618 -0.46
C -2.0782 -1.8781 0.5771 0.79
H -2.7530 0.4042 -0.6104 0.20
C 2.8468 0.8527 0.6374 -0.24
C 0.5458 0.7199 -0.4651 -0.03
H -1.0304 1.5198 -1.6220 0.23
H 3.4923 1.3815 1.3271 0.24
O -2.1515 -2.0781 -0.7567 -0.67
O 1.5533 2.7650 0.1803 -0.50
C 1.6414 1.5576 0.1366 0.50
O -2.2430 -2.7981 1.3206 -0.56
H -2.5130 1.4645 0.7221 0.23

Copy entry 2 word for word.
24
Properties=species:S:1:pos:R:3:nbo_charge:R:1 method="wB97M-V/def2-TZVPD" e_homo_ev=-10.3
H -2.1355 -1.2392 -1.2318 0.48
H 4.0327 -0.9005 0.4685 0.24
C 3.1375 -0.3649 0.1797 -0.22
C -2.0117 0.6956 0.1367 -0.41
C 0.8738 -0.4927 -0.9266 -0.25
H -2.3579 -0.3876 1.9735 0.25
H -0.7082 -0.5112 1.4319 0.25
C -1.7387 -0.4869 1.0818 -0.54
H 0.1560 -1.1230 -1.4350 0.23
H -0.6928 2.3916 -0.1650 0.25
C 2.2604 -1.0044 -0.8326 0.48
O 2.6743 -1.8739 -1.5663 -0.48
C -0.8005 1.3861 -0.5618 -0.46
C -2.0782 -1.8781 0.5771 0.79
H -2.7530 0.4042 -0.6104 0.20
C 2.8468 0.8527 0.6374 -0.24
C 0.5458 0.7199 -0.4651 -0.03
H -1.0304 1.5198 -1.6220 0.23
H 3.4923 1.3815 1.3271 0.24
O -2.1515 -2.0781 -0.7567 -0.67
O 1.5533 2.7650 0.1803 -0.50
C 1.6414 1.5576 0.1366 0.50
O -2.2430 -2.7981 1.3206 -0.56
H -2.5130 1.4645 0.7221 0.23